--- P ---
This record from the OMol25 dataset describes an isolated ion of composition C3H10N2 and charge +1. The level of theory is ωB97M-V/def2-TZVPD.

Cartesian coordinates (Å):
N: 1.85413 -1.24527 0.90349
C: 0.39874 -1.10302 0.87849
C: 0.17689 -0.03574 -0.19633
N: -1.17213 0.47485 -0.24481
C: -1.35542 1.66091 -1.03094
H: 2.24898 -1.43053 -0.01475
H: 2.18127 -2.05391 1.41770
H: 0.23994 -0.64724 1.85606
H: -0.06228 -2.04237 0.58580
H: 0.55661 -0.43960 -1.14091
H: 0.80422 0.82139 0.09029
H: -1.72276 0.10053 0.51530
H: -0.97748 1.45072 -2.02623
H: -0.78921 2.47321 -0.57514
H: -2.38149 2.01606 -1.01801

Values from the calculation:
2S+1: 2
Total charge: +1
Highest occupied orbital energy (alpha / beta) (eV): -13.777 / -13.693
<S²>: 0.75
Kohn-Sham gap (alpha / beta) (eV): 10.649 / 5.804
Molar mass (g mol⁻¹): 74.1

--- Q ---
This record from the OMol25 dataset describes a 2-piece molecular cluster, C3H10N2 overall. The level of theory is ωB97M-V/def2-TZVPD.

Cartesian coordinates (Å):
C: 0.82728 1.88689 -0.88722
C: 2.03806 1.82862 -1.81077
H: -0.03566 1.66067 -1.52350
H: 0.62989 2.90968 -0.59191
H: 0.70319 1.18750 -0.05604
H: 2.12342 2.80392 -2.31359
H: 2.99122 1.86758 -1.31369
H: 1.95068 1.10164 -2.59980
N: -0.46679 -0.73117 1.64616
C: -0.81566 -1.51528 0.64167
N: -2.01277 -2.06122 0.72424
H: 0.28623 -0.06425 1.48411
H: -0.72171 -0.92065 2.61345
H: -0.11406 -1.75554 -0.14911
H: -2.32710 -2.49701 -0.14631

Values from the calculation:
2S+1: 2
Total charge: +1
Highest occupied orbital energy (alpha / beta) (eV): -14.876 / -14.876
<S²>: 0.78
Kohn-Sham gap (alpha / beta) (eV): 9.863 / 5.883
Molar mass (g mol⁻¹): 74.1

Tell me which of them is the most stable. Sure, it is P.

--- P ---
This record from the OMol25 dataset describes C21H28InN5O3S as an isolated structure. The level of theory is ωB97M-V/def2-TZVPD.

Cartesian coordinates (Å):
In: -0.50392 0.08257 0.54632
N: -1.64669 1.86157 1.43885
C: -2.60890 1.67599 2.57397
C: -4.05727 1.61708 2.11845
C: -4.54779 0.27622 1.58999
C: -3.92220 -0.20618 0.29315
N: -2.58389 -0.83865 0.48070
H: -0.86339 2.39667 1.79394
H: -2.07332 2.46442 0.73706
H: -2.48628 2.52008 3.25271
H: -2.32289 0.77297 3.11593
H: -4.22851 2.39812 1.36856
H: -4.67619 1.89650 2.97182
H: -5.62301 0.35151 1.42469
H: -4.42331 -0.49694 2.35676
H: -3.82426 0.60944 -0.42644
H: -4.57291 -0.95491 -0.15852
H: -2.41823 -1.51278 -0.26685
H: -2.60408 -1.42552 1.31521
O: 1.73121 -2.92432 -0.89122
S: 0.56533 -2.15935 -1.18807
O: -0.62592 -2.34766 -0.35246
N: 0.77990 -0.55386 -0.97333
C: 2.02779 0.05739 -1.14930
C: 3.01445 -0.40173 -1.98177
C: 4.23646 0.28971 -2.10930
C: 4.46582 1.44532 -1.42485
C: 3.46233 1.95821 -0.57016
C: 3.62025 3.16508 0.13484
C: 2.60648 3.62591 0.93111
C: 1.44228 2.86266 1.03443
N: 1.24403 1.71414 0.40663
C: 2.24287 1.25885 -0.41682
C: 0.12605 -2.39652 -2.86721
C: -0.97956 -1.73904 -3.39641
C: -1.30267 -1.93709 -4.72478
C: -0.52438 -2.78364 -5.50966
C: 0.57338 -3.43412 -4.97087
C: 0.90930 -3.24374 -3.63650
H: 2.86493 -1.30778 -2.55152
H: 4.99229 -0.10956 -2.77141
H: 5.39642 1.98588 -1.53131
H: 4.54354 3.72194 0.03356
H: 2.68620 4.55651 1.47360
H: 0.65780 3.24164 1.67779
H: -1.57735 -1.07704 -2.78169
H: -2.15846 -1.43534 -5.15495
H: -0.78159 -2.93454 -6.54931
H: 1.16981 -4.09490 -5.58437
H: 1.75416 -3.75248 -3.19330
C: 1.73045 0.44399 3.70183
C: 0.77433 -0.67217 3.43913
N: 0.82028 -1.74588 4.19709
O: -0.07756 -0.61159 2.50918
H: 2.34931 0.26542 4.57707
H: 1.17055 1.36773 3.84499
H: 2.37386 0.56575 2.82870
H: 1.47472 -1.82627 4.95877
H: 0.20795 -2.52566 4.00557

Values from the calculation:
Total charge: +2
Highest occupied orbital energy (eV): -13.670
Kohn-Sham gap (eV): 7.909
Molar mass (g mol⁻¹): 545.4

--- Q ---
This record from the OMol25 dataset describes C21H28InN5O3S as an isolated structure. The level of theory is ωB97M-V/def2-TZVPD.

Cartesian coordinates (Å):
In: 1.21128 0.09547 -0.02462
N: 1.37333 1.13542 1.84403
C: 0.48531 0.61219 2.93617
C: -0.95827 1.05712 2.75609
C: -1.25733 2.52955 3.05810
C: -0.85515 3.53966 1.98886
N: 0.60079 3.79039 2.00652
H: 2.34946 0.96037 2.08334
H: 1.23551 2.19093 1.80337
H: 0.87618 0.95176 3.89681
H: 0.54470 -0.47790 2.93655
H: -1.54952 0.44592 3.44051
H: -1.30991 0.79969 1.74568
H: -0.77572 2.79795 4.00480
H: -2.32715 2.63604 3.23754
H: -1.42504 4.45942 2.13279
H: -1.11347 3.15750 0.99560
H: 0.86564 4.18156 2.90686
H: 0.84005 4.50384 1.32546
O: 0.76829 -3.41395 -2.06017
S: 0.39264 -2.65335 -0.91536
O: 1.40645 -2.45023 0.13017
N: 0.10179 -1.10440 -1.24604
C: -0.83438 -0.51082 -2.09783
C: -1.78670 -1.14556 -2.83835
C: -2.62224 -0.40498 -3.70984
C: -2.49559 0.94341 -3.83885
C: -1.51817 1.63122 -3.08272
C: -1.29547 3.02046 -3.18260
C: -0.30933 3.62145 -2.44076
C: 0.43978 2.84039 -1.55961
N: 0.25500 1.53582 -1.42962
C: -0.69374 0.90487 -2.19921
C: -1.05372 -3.34362 -0.20660
C: -1.80645 -2.61084 0.70467
C: -2.92299 -3.19462 1.27394
C: -3.27217 -4.49793 0.93496
C: -2.51316 -5.21850 0.02573
C: -1.39369 -4.64277 -0.55807
H: -1.88883 -2.22180 -2.79069
H: -3.36133 -0.93662 -4.29300
H: -3.12341 1.50017 -4.52107
H: -1.90869 3.60576 -3.85662
H: -0.10841 4.67974 -2.52089
H: 1.21318 3.28613 -0.94304
H: -1.53713 -1.59167 0.95697
H: -3.52520 -2.63812 1.97879
H: -4.14718 -4.95021 1.38158
H: -2.79068 -6.23050 -0.23396
H: -0.79616 -5.18447 -1.27797
C: 5.70156 -0.14242 0.14754
C: 4.37098 -0.76739 -0.10625
N: 4.30068 -2.04080 -0.39507
O: 3.33266 -0.03470 -0.01515
H: 6.52048 -0.76178 -0.20904
H: 5.81790 0.00268 1.22307
H: 5.74062 0.83297 -0.33225
H: 5.13940 -2.59346 -0.47347
H: 3.39274 -2.48644 -0.49781

Values from the calculation:
Total charge: +2
Highest occupied orbital energy (eV): -14.007
Kohn-Sham gap (eV): 7.961
Molar mass (g mol⁻¹): 545.4

Tell me which of them is the most stable. Sure, it is P.

--- P ---
This record from the OMol25 dataset describes one molecule with the formula C4H10N4O. The level of theory is ωB97M-V/def2-TZVPD.

Cartesian coordinates (Å):
C: -2.26406 -1.21241 -0.42540
C: -0.85710 -0.92392 -0.00705
N: 0.11731 -1.76589 0.04107
O: -1.66162 1.25316 0.32550
N: -0.58138 0.35803 0.49121
H: -1.71225 1.72180 1.17014
H: 1.39860 -0.98699 0.25917
H: -0.07430 -2.66082 -0.39887
H: -2.93660 -1.13936 0.43114
H: -2.32771 -2.22116 -0.82920
H: -2.60537 -0.49182 -1.16727
C: 1.93693 0.10798 0.65020
C: 0.73180 1.77350 -0.84670
N: 0.64520 0.90667 0.12843
N: 3.04630 0.52760 0.09968
H: 3.80403 0.50332 0.77975
H: 1.75807 0.00477 1.73262
H: -0.13888 2.08860 -1.39926
H: 1.72105 2.15696 -1.03515

Values from the calculation:
Highest occupied orbital energy (alpha / beta) (eV): -5.992 / -5.749
Kohn-Sham gap (alpha / beta) (eV): 6.324 / 6.060
Molar mass (g mol⁻¹): 130.2

--- Q ---
This record from the OMol25 dataset describes one molecule with the formula C4H10N4O. The level of theory is ωB97M-V/def2-TZVPD.

Cartesian coordinates (Å):
C: 2.97940 -0.53525 -0.02385
C: 1.73142 0.33103 -0.22686
C: -1.55571 0.81416 0.22908
C: -2.21145 -0.56006 0.09622
H: 2.56813 -1.59401 -0.53340
H: 3.37939 -0.74746 1.07647
H: 3.75313 0.10635 -0.88691
H: 1.34280 0.26196 -1.36278
H: 1.90541 1.46297 -0.38945
H: 1.02141 0.23800 1.68377
H: 0.15554 1.92689 0.06339
H: -3.71281 0.35857 -0.26069
H: -3.95625 -1.24045 -0.88009
H: -0.50036 -1.40968 0.10888
N: 0.71129 0.04030 0.69710
N: -0.25402 1.02344 0.50603
N: -3.72821 -0.66085 0.21849
N: -1.47006 -1.56959 0.05483
O: -2.15906 1.75367 -0.17022

Values from the calculation:
SMILES: [H]/N=C(/N)C(=O)NNCC
Highest occupied orbital energy (eV): -9.238
Kohn-Sham gap (eV): 9.789
Molar mass (g mol⁻¹): 130.2

--- R ---
This record from the OMol25 dataset describes C4H10N4O as an isolated structure. The level of theory is ωB97M-V/def2-TZVPD.

Cartesian coordinates (Å):
C: -0.64662 0.04209 0.05511
C: -1.76562 0.44504 -0.85089
N: -0.90827 -0.84754 1.02106
N: 0.10418 1.52132 0.67375
O: 0.39785 2.43095 -0.10356
H: 0.37818 -0.46276 -0.70907
H: -0.16406 -1.04924 1.67145
H: -1.62915 -1.53898 0.87907
H: -2.19483 -0.43214 -1.34390
H: -1.38406 1.13012 -1.60794
H: -2.54272 0.96313 -0.28228
C: 0.63226 -1.66023 -1.53982
C: 2.07444 1.85126 1.81803
N: 1.15002 1.02126 1.56643
N: 0.20051 -2.71121 -1.03218
H: 0.38417 -3.58887 -1.53110
H: 0.96675 -1.52221 -2.58081
H: 2.82042 1.57553 2.55217
H: 2.12656 2.83248 1.34448

Values from the calculation:
Highest occupied orbital energy (alpha / beta) (eV): -7.794 / -6.878
Kohn-Sham gap (alpha / beta) (eV): 7.775 / 6.770
Molar mass (g mol⁻¹): 130.2

--- S ---
This record from the OMol25 dataset describes one molecule with the formula C4H10N4O. The level of theory is ωB97M-V/def2-TZVPD.

Cartesian coordinates (Å):
C: -0.09613 -1.54789 -1.20874
N: 1.57143 -0.21640 0.20367
C: -0.82019 0.28450 0.45410
C: 0.07268 -0.43144 -0.21823
N: 1.99350 1.07306 0.50166
N: -0.65825 1.39115 1.26505
C: -2.34393 0.08993 -0.06772
O: 2.53027 -0.91010 -0.55746
N: -3.22291 1.00160 0.12995
H: 2.70043 -1.68810 -0.00027
H: 1.86301 1.65817 -0.32896
H: 3.00328 1.06276 0.65512
H: 0.34974 1.50372 1.44509
H: -1.20264 1.30113 2.12003
H: -2.75854 1.82165 0.54894
H: -2.64619 -0.87067 -0.50142
H: 0.11914 -2.51309 -0.73857
H: -1.07869 -1.59945 -1.67737
H: 0.62399 -1.41052 -2.02489

Values from the calculation:
SMILES: [H]/N=C\C(N)=C(/C)N(N)O
Highest occupied orbital energy (eV): -7.713
Kohn-Sham gap (eV): 8.438
Molar mass (g mol⁻¹): 130.2

Tell me which of them is the most stable. Sure, it is S.

--- P ---
This record from the OMol25 dataset describes a 2-piece molecular cluster, C14H16O overall. The level of theory is ωB97M-V/def2-TZVPD.

Cartesian coordinates (Å):
C: -2.61530 1.69016 -0.11532
C: 0.15597 3.77416 1.37491
C: 0.78526 2.87392 2.25327
C: -0.91678 3.42342 0.55978
C: -1.40452 2.14301 0.70710
C: 0.38796 1.54016 2.14663
C: -0.84160 1.16914 1.52055
H: 0.54114 4.77956 1.24941
H: 1.44015 3.28867 3.00365
H: -1.31141 4.13381 -0.15057
H: 1.02419 0.77181 2.57166
H: -3.38773 2.47414 -0.10792
H: -3.22089 0.97596 0.43866
H: -1.26004 0.24298 1.88424
H: -2.26716 1.25483 -1.05052
C: 0.61904 -4.15497 0.39648
C: 1.03806 -0.54323 -0.79683
C: 1.14426 -1.62129 0.06561
C: 0.84999 -0.76990 -2.16636
C: 0.92813 -2.90402 -0.38751
C: 0.81910 -2.07605 -2.74652
C: 0.89275 -3.07393 -1.83188
O: 0.51302 0.23945 -2.97177
H: 1.08442 0.47106 -0.41092
H: 1.33343 -1.47965 1.11940
H: 0.51821 1.01162 -2.39336
H: 0.76262 -2.18280 -3.81863
H: 1.58026 -4.67575 0.53378
H: -0.16958 -4.65991 -0.14785
H: 0.62522 -4.06728 -2.17833
H: 0.35182 -4.04910 1.44918

Values from the calculation:
2S+1: 2
Total charge: +1
Highest occupied orbital energy (alpha / beta) (eV): -11.803 / -11.800
<S²>: 0.77
Kohn-Sham gap (alpha / beta) (eV): 8.169 / 4.395
Molar mass (g mol⁻¹): 200.3

--- Q ---
This record from the OMol25 dataset describes a 2-piece molecular cluster, C14H16O overall. The level of theory is ωB97M-V/def2-TZVPD.

Cartesian coordinates (Å):
C: -4.01741 -2.33912 0.60430
C: 0.18002 -2.28922 0.16599
C: -0.36089 -2.06533 1.47362
C: -0.60736 -2.41297 -0.94801
C: -1.69247 -2.25119 1.62878
C: -1.98311 -2.45063 -0.81846
C: -2.48700 -2.40291 0.46701
O: 1.52003 -2.33379 -0.16868
H: 0.23446 -1.89476 2.44347
H: 2.10521 -2.72808 0.52151
H: -0.10343 -2.41125 -1.94907
H: -2.14272 -2.24989 2.61128
H: -2.59708 -2.65720 -1.69962
H: -4.49816 -3.05495 -0.04730
H: -4.38405 -1.44153 0.04398
H: -4.32056 -2.20317 1.63291
C: 3.86906 2.38353 -0.67888
C: 0.40170 1.47010 0.37888
C: -0.36618 2.48441 -0.17518
C: 1.74902 1.52609 0.21390
C: 2.38441 2.57270 -0.46030
C: 0.22288 3.53477 -0.80870
C: 1.66168 3.63712 -0.88779
H: -0.02702 0.67614 0.97937
H: -1.45797 2.51573 0.00199
H: 2.33331 0.66342 0.58810
H: -0.46075 4.29554 -1.27841
H: 4.38045 3.23144 -1.19666
H: 3.92355 1.61233 -1.53269
H: 2.20862 4.41718 -1.39010
H: 4.33176 2.16548 0.28477

Values from the calculation:
2S+1: 2
Total charge: +1
Highest occupied orbital energy (alpha / beta) (eV): -11.465 / -11.464
<S²>: 0.77
Kohn-Sham gap (alpha / beta) (eV): 7.654 / 3.774
Molar mass (g mol⁻¹): 200.3

Tell me which of them is the most stable. Sure, it is P.

--- P ---
This record from the OMol25 dataset describes one molecule with the formula C6H11NS. The level of theory is ωB97M-V/def2-TZVPD.

Cartesian coordinates (Å):
C: 0.41797 2.68602 -0.99350
C: 0.98934 1.31558 -1.00361
C: 0.89760 0.39759 0.17367
C: 0.05838 0.46198 1.42401
C: -0.34785 -1.94521 -0.10291
C: -0.04572 -1.10061 -1.35668
H: -0.46994 2.88451 -0.37100
H: 1.14640 3.43545 -0.63411
H: 0.08654 2.93965 -2.00880
H: 1.88108 1.21667 -1.64647
H: 1.72854 -0.30677 0.28753
H: -0.54187 1.40055 1.60409
H: 0.68549 0.35578 2.34414
H: 0.61544 -2.36519 0.30118
H: -0.86298 -2.87653 -0.33690
H: 0.80637 -1.46796 -1.96577
H: -0.92381 -1.18116 -2.03049
N: 0.05104 0.25725 -0.96082
S: -1.02043 -1.04549 1.39603

Values from the calculation:
SMILES: C[C@H]1[C@H]2CSCCN21
Highest occupied orbital energy (eV): -8.206
Kohn-Sham gap (eV): 9.278
Molar mass (g mol⁻¹): 129.2

--- Q ---
This record from the OMol25 dataset describes one molecule with the formula C6H11NS. The level of theory is ωB97M-V/def2-TZVPD.

Cartesian coordinates (Å):
C: 0.39716 -1.53186 1.42438
C: -0.30882 -1.16421 0.14962
C: 0.12457 1.43897 0.02218
C: -0.55558 1.10743 -1.28949
C: -0.33459 0.07837 -0.27110
C: -1.92656 1.67177 -1.57154
N: 1.84258 -1.76724 1.15033
S: 2.90144 -0.26657 0.86386
H: -0.02698 -2.44212 1.85802
H: 0.34670 -0.71412 2.14521
H: -0.73291 -1.97484 -0.42774
H: 1.18824 1.62079 0.04517
H: -0.42843 2.02202 0.74638
H: 0.08127 1.04665 -2.16698
H: -1.84358 2.72840 -1.82654
H: -2.56501 1.57654 -0.69641
H: -2.39285 1.15192 -2.40583
H: 1.94885 -2.34150 0.31115
H: 2.28449 -2.24039 1.93934

Values from the calculation:
SMILES: C[C@H]1C/C1=C\C[NH2+][S-]
Highest occupied orbital energy (eV): -7.690
Kohn-Sham gap (eV): 8.173
Molar mass (g mol⁻¹): 129.2

--- R ---
This record from the OMol25 dataset describes one molecule with the formula C6H11NS. The level of theory is ωB97M-V/def2-TZVPD.

Cartesian coordinates (Å):
C: 1.39807 -0.67698 -1.71689
C: 0.38059 -0.75215 -0.59110
C: -1.12132 -0.93595 -1.04484
C: -0.05823 0.73315 -0.07001
C: 0.49224 0.95632 1.41466
C: 1.48319 2.00283 1.60137
H: 1.33974 -1.52456 -2.43361
H: 1.27760 0.36499 -2.24072
H: 2.33292 -0.59603 -1.29009
H: 1.37621 -2.27633 0.47048
H: 0.12232 -1.43890 1.39043
H: -1.31712 -0.51769 -2.10311
H: -1.41049 -2.00562 -1.27087
H: 0.14844 1.45981 -0.79294
H: 0.25080 0.26705 2.31608
H: 1.91922 2.17385 2.47250
H: 2.01212 2.58529 0.66073
N: 0.78342 -1.34881 0.59121
S: -1.81144 0.18666 0.07022

Values from the calculation:
SMILES: C=C[C@@H]1SC[C@]1(C)N
Highest occupied orbital energy (eV): -8.408
Kohn-Sham gap (eV): 9.378
Molar mass (g mol⁻¹): 129.2

Tell me which of them is the most stable. Sure, it is P.